Record 1
Molecular formula: C16H20B5F32O8Sn
Method: DFT, ωB97M-V/def2-TZVPD

- HOMO: -3.9 eV
- Frontier orbital gap: 1.382 eV

```
! wB97M-V def2-TZVPD RIJCOSX def2/J DEFGRID3
* xyz -3 1
Sn 5.328 -3.094 -0.177
B 7.745 3.206 -5.278
F 8.324 4.368 -5.001
F 8.661 2.146 -5.283
F 6.761 2.870 -4.385
F 7.152 3.262 -6.531
B 5.191 -3.849 -5.767
F 6.193 -3.309 -4.932
F 4.385 -2.881 -6.241
F 5.793 -4.525 -6.828
F 4.474 -4.657 -4.944
B 2.419 7.900 -4.933
F 1.316 8.003 -5.735
F 3.424 8.680 -5.428
F 2.226 8.374 -3.700
F 2.792 6.609 -4.797
B 1.135 0.779 -1.985
F 1.713 1.919 -1.638
F 0.742 0.122 -0.789
F 0.107 0.969 -2.858
F 2.035 0.027 -2.562
B 6.534 2.454 2.117
F 6.797 1.327 2.879
F 6.253 2.020 0.838
F 5.400 3.127 2.655
F 7.703 3.189 2.204
C -3.651 -4.864 0.702
C -4.335 -5.981 1.592
O -5.649 -6.099 1.104
C -6.007 -6.969 0.238
O -5.254 -7.529 -0.597
C -7.602 -7.152 0.071
F -8.259 -6.154 0.748
F -7.966 -7.192 -1.264
F -7.953 -8.323 0.593
H -3.968 -5.063 -0.321
H -2.574 -5.018 0.630
H -3.962 -3.840 0.911
H -4.449 -5.681 2.633
H -3.856 -6.954 1.480
C 2.047 -0.911 6.275
C 0.609 -0.902 6.760
O 0.537 -1.050 8.115
C 0.792 -0.064 9.031
O 1.210 1.072 8.729
C 0.589 -0.425 10.492
F 0.571 -1.793 10.524
F 1.647 0.014 11.199
F -0.581 0.001 10.890
H 2.065 -0.765 5.195
H 2.573 -1.777 6.679
H 2.641 -0.089 6.675
H 0.153 -1.816 6.379
H 0.058 -0.125 6.230
C -2.261 -5.801 -4.996
C -2.056 -4.389 -5.470
O -3.354 -4.008 -5.683
C -3.809 -2.786 -6.183
O -3.082 -1.911 -6.669
C -5.306 -2.707 -6.035
F -5.913 -3.919 -6.031
F -5.629 -2.077 -4.880
F -5.867 -2.057 -7.075
H -1.462 -6.516 -5.191
H -3.218 -6.208 -5.322
H -2.319 -5.781 -3.908
H -1.601 -4.396 -6.461
H -1.464 -3.717 -4.848
C -1.918 5.298 2.924
C -0.630 6.108 3.086
O -1.006 7.449 2.913
C -0.161 8.389 2.349
O 1.000 8.195 2.209
C -0.688 9.820 2.066
F 0.052 10.651 2.735
F -0.483 10.074 0.760
F -1.984 9.929 2.277
H -2.576 5.596 3.740
H -1.798 4.218 2.844
H -2.450 5.351 1.974
H 0.065 5.825 2.296
H -0.110 5.784 3.988
*
```

Charges in e, computed with Mulliken, in the same order as the atoms: 1.395 0.609 -0.340 -0.365 -0.262 -0.334 0.624 -0.439 -0.359 -0.409 -0.412 0.572 -0.401 -0.386 -0.328 -0.315 0.588 -0.306 -0.451 -0.389 -0.296 0.632 -0.438 -0.377 -0.419 -0.397 -0.949 -0.260 -0.270 0.461 -0.558 0.766 -0.237 -0.231 -0.239 0.257 0.337 0.319 0.260 0.342 -1.124 -0.185 -0.278 0.361 -0.520 0.846 -0.262 -0.222 -0.223 0.369 0.315 0.313 0.258 0.350 -1.053 -0.266 -0.153 0.248 -0.497 0.883 -0.242 -0.234 -0.241 0.360 0.312 0.229 0.264 0.393 -1.157 -0.214 -0.250 0.355 -0.451 0.851 -0.233 -0.250 -0.241 0.260 0.396 0.325 0.326 0.282

***

Record 2
Molecular formula: C16H20BrO5V
Method: DFT, ωB97M-V/def2-TZVPD

- Expectation value of S²: 2.01
- ΔE to the lowest compared entry with this formula, charge and spin: 0.0 kcal/mol
- HOMO (spin up / spin down): -9.0 / -9.0 eV
- Frontier orbital gap (spin up / spin down): 7.983 / 8.639 eV

```
! wB97M-V def2-TZVPD RIJCOSX def2/J DEFGRID3
* xyz 0 3
V 0.455 4.032 -0.770
O -0.264 7.621 -1.872
C 0.107 6.657 -1.279
O -0.517 5.481 -1.181
C 1.615 6.521 -0.748
O 2.438 7.358 -0.750
O 1.856 5.210 -0.599
C -0.037 -1.801 3.928
C -0.418 -2.276 2.537
C 0.473 -3.468 2.183
C -1.842 -2.778 2.520
C -0.260 -1.100 1.507
C -0.090 0.281 1.969
C 0.018 1.256 1.022
Br 0.217 3.083 1.600
C 0.059 1.049 -0.371
O 0.320 2.162 -1.187
C -0.073 -0.287 -0.818
C -0.224 -1.292 0.177
C 0.071 -0.646 -2.302
C -0.189 -2.153 -2.521
C -1.073 -0.068 -3.143
C 1.423 -0.242 -2.828
H -0.244 -2.583 4.658
H -0.645 -0.956 4.229
H 0.954 -1.488 3.913
H 0.387 -4.227 2.969
H 1.473 -3.170 2.066
H 0.145 -3.966 1.345
H -1.873 -3.645 3.239
H -2.161 -3.058 1.503
H -2.557 -2.081 2.900
H -0.019 0.548 3.005
H -0.076 -2.234 -0.269
H -1.103 -2.479 -1.932
H 0.592 -2.806 -2.096
H -0.212 -2.353 -3.613
H -2.074 -0.192 -2.663
H -1.048 -0.616 -4.146
H -0.904 1.040 -3.376
H 2.303 -0.630 -2.221
H 1.462 0.879 -2.762
H 1.536 -0.584 -3.822
*
```

Charges in e, computed with Mulliken, in the same order as the atoms: 1.547 -0.482 0.523 -0.788 0.573 -0.485 -0.686 -2.190 2.291 -1.984 -1.605 -0.552 -0.916 -0.054 -0.106 0.953 -0.921 -0.771 0.489 2.060 -2.009 -1.438 -1.542 0.438 0.391 0.518 0.467 0.442 0.498 0.407 0.320 0.396 0.429 0.561 0.406 0.385 0.439 0.314 0.425 0.264 0.271 0.237 0.482

***

Record 3
Molecular formula: C16H20ClN3O3S
Method: DFT, ωB97M-V/def2-TZVPD

- ΔE to the lowest compared entry with this formula, charge and spin: 329.6 kcal/mol
- HOMO: -8.5 eV
- Frontier orbital gap: 9.068 eV

```
! wB97M-V def2-TZVPD RIJCOSX def2/J DEFGRID3
* xyz 0 1
C -4.084 -1.844 -2.647
H -4.532 -2.253 -1.835
H -4.748 -2.283 -3.616
H -3.039 -2.155 -2.903
C -4.034 -0.110 -2.797
C -5.422 0.313 -2.311
H -6.099 0.052 -3.000
H -5.750 -0.190 -1.559
H -5.339 1.305 -2.379
C -3.520 0.331 -3.974
H -4.016 -0.192 -4.761
H -2.314 -0.125 -4.187
H -3.478 1.563 -3.995
O -3.124 0.086 -1.617
C -3.247 -0.100 -0.463
O -4.148 -0.813 0.250
N -2.452 0.657 0.456
H -1.570 0.949 0.030
C -2.239 0.039 1.693
H -1.747 0.953 2.430
H -3.102 -0.035 2.142
C -1.225 -1.177 2.153
C 0.057 -0.995 1.444
N 0.455 0.018 0.805
N 1.867 -0.278 0.103
C 2.013 -1.264 0.917
S 3.558 -1.848 0.961
C 4.600 -0.905 0.026
C 5.019 0.381 1.151
C 6.007 0.190 1.933
C 6.453 1.057 2.713
C 5.772 2.389 2.715
C 4.600 2.467 1.972
C 4.266 1.658 1.058
H 3.430 1.735 0.433
Cl 3.707 3.771 2.033
H 6.008 3.133 3.345
H 7.177 0.968 3.680
H 6.649 -0.800 1.866
H 5.552 -1.400 -0.187
H 3.819 -0.336 -0.609
O 1.113 -1.832 1.923
H -1.128 -1.285 3.093
H -1.764 -1.793 1.517
*
```

Charges in e, computed with Mulliken, in the same order as the atoms: -1.370 0.437 0.317 0.376 1.312 -2.317 0.654 0.613 0.555 -1.359 0.413 0.266 0.290 -0.274 0.831 -0.697 -0.211 0.334 -1.128 0.249 0.767 -1.080 0.761 -0.336 -0.477 0.548 -0.231 -0.763 0.651 -0.475 -0.254 -0.794 0.496 -0.744 0.545 -0.241 0.523 0.213 0.139 0.437 0.446 -0.367 0.603 0.339